Record 1
ORCA calculation (ωB97M-V with the def2-TZVPD basis set) on a 2-piece molecular cluster, C2H9N2 overall at a distorted geometry.

Geometry (Å):
C: 2.40257 -0.64074 0.32992
C: -0.86424 0.42506 -0.56712
N: -0.53539 0.64708 0.68165
N: -2.25343 0.22060 -0.97805
H: 1.43885 -1.14740 0.03138
H: 2.26843 -0.27702 1.40388
H: 3.11139 -1.45438 0.51410
H: 2.67817 0.24789 -0.28400
H: 0.50797 0.69972 0.86323
H: -1.16158 0.88560 1.48037
H: -2.71380 1.03986 -1.44177
H: -2.94324 -0.25695 -0.36712
H: -1.93569 -0.38932 -1.66648

Properties
E_LUMO: -4.19 eV
charge: +1
electronic energy: -190.746911 hartree
orbital gap: 10.220 eV
multiplicity: 1

These are the natural (NBO) partial charges, in e, on atoms 1 to 6: -0.8894, 0.2168, -0.7127, -0.7754, 0.2055, 0.1967

***

Record 2
ORCA calculation (ωB97M-V with the def2-TZVPD basis set) on a 9-piece molecular cluster, C33H79N9O7 overall at a distorted geometry.

Geometry (Å):
C: 0.84543 -2.25042 -5.20608
C: 2.07527 -2.95001 -4.61428
N: 3.29502 -2.14798 -4.67740
C: 4.44390 -3.01069 -4.38219
C: 5.02610 -3.60341 -5.65594
C: 3.17989 -1.03558 -3.76201
C: 4.37626 -0.09180 -3.85083
H: 1.18544 -1.65139 -6.04902
H: 0.38744 -1.55164 -4.50058
H: 0.08918 -2.98353 -5.47031
H: 1.89154 -3.36320 -3.61002
H: 2.26129 -3.81739 -5.25803
H: 5.26980 -2.49871 -3.87451
H: 4.16306 -3.76736 -3.63133
H: 4.31655 -4.29752 -6.11132
H: 5.24660 -2.80064 -6.35498
H: 5.94361 -4.15826 -5.45466
H: 2.98195 -1.30891 -2.71169
H: 2.33159 -0.42985 -4.09325
H: 5.20857 -0.34608 -3.19427
H: 4.13687 0.95557 -3.62887
H: 4.76156 0.00045 -4.87205
C: -3.59435 -0.23524 6.10941
C: -4.07693 0.79117 7.12830
N: -3.47928 2.11983 6.99262
C: -2.04322 2.20204 6.72484
C: -1.76460 2.78279 5.33020
C: -3.86480 3.01442 8.05057
C: -5.37813 3.11951 8.24006
H: -2.51042 -0.24604 6.00773
H: -4.04161 0.00024 5.13882
H: -3.86571 -1.25158 6.38964
H: -5.15206 0.92062 7.05972
H: -3.80861 0.39289 8.13162
H: -1.56896 2.78029 7.52187
H: -1.55914 1.22270 6.69616
H: -0.70345 3.04269 5.23054
H: -1.96709 2.01097 4.58486
H: -2.36475 3.66292 5.10124
H: -3.48747 4.00960 7.81543
H: -3.43360 2.66950 9.01124
H: -5.85922 3.25319 7.26917
H: -5.60458 3.98172 8.86783
H: -5.78887 2.23536 8.72270
C: 3.88077 -0.94656 1.07691
N: 3.84052 0.43948 1.48755
C: 4.94258 1.06871 1.97559
C: 4.68719 2.48091 2.44268
O: 6.04443 0.55074 1.96308
H: 2.95720 -1.43328 1.41190
H: 4.72551 -1.43116 1.55147
H: 3.89627 -1.03815 -0.01205
H: 3.00166 0.98625 1.37145
H: 3.68019 2.58351 2.85007
H: 4.91479 3.20566 1.66513
H: 5.34637 2.73082 3.27776
C: -2.15859 2.23154 -3.91831
N: -2.56786 1.91308 -5.28037
C: -2.48402 0.66733 -5.79245
C: -3.04002 0.47710 -7.18336
O: -2.01461 -0.27644 -5.17774
H: -2.41996 3.26702 -3.73468
H: -1.06342 2.17783 -3.93132
H: -2.43119 1.50436 -3.15870
H: -2.96365 2.63709 -5.85172
H: -2.71341 -0.49678 -7.52730
H: -2.87577 1.29855 -7.87272
H: -4.12257 0.36738 -7.02282
C: -0.32764 1.16104 1.91444
N: -0.39182 1.01662 0.48159
C: 0.59815 1.60192 -0.24626
C: 0.57217 1.29556 -1.71333
O: 1.49142 2.26180 0.26503
H: -0.20809 2.20223 2.21137
H: 0.58682 0.69744 2.31128
H: -1.22850 0.74503 2.35670
H: -0.70617 0.13698 0.08456
H: 0.05511 2.09114 -2.24596
H: 0.06242 0.36268 -1.98391
H: 1.56859 1.16751 -2.12888
C: -3.78592 1.08166 0.47428
N: -3.92097 -0.26639 1.01577
C: -5.08022 -0.86242 1.41010
C: -6.28114 0.01117 1.63380
O: -5.12660 -2.07611 1.62767
H: -4.14854 1.82297 1.19391
H: -4.34030 1.22482 -0.45913
H: -2.75723 1.37379 0.28939
H: -3.10562 -0.84666 0.86336
H: -6.47206 0.10859 2.70262
H: -7.17492 -0.47152 1.23265
H: -6.25712 0.98753 1.15474
C: 1.21427 1.62867 -6.04694
N: 2.20972 0.74881 -6.64094
C: 2.44243 0.62255 -7.96876
C: 3.48912 -0.38221 -8.36957
O: 1.89608 1.32149 -8.80177
H: 0.62906 2.11274 -6.82321
H: 1.70970 2.37070 -5.41556
H: 0.52955 1.04491 -5.42484
H: 2.69872 0.24316 -5.92374
H: 4.04296 -0.86273 -7.56192
H: 4.17712 0.10085 -9.05775
H: 2.97569 -1.19851 -8.88544
C: 1.32049 -2.19549 3.89482
N: 1.89284 -0.95630 4.39550
C: 1.30323 -0.29640 5.43095
C: 2.04638 0.86322 6.04163
O: 0.22689 -0.66235 5.87404
H: 0.92033 -2.74849 4.73909
H: 2.16452 -2.79782 3.53781
H: 0.63809 -2.06227 3.05915
H: 2.69971 -0.56805 3.93817
H: 2.75278 0.45577 6.77257
H: 1.31811 1.49135 6.53709
H: 2.70739 1.35445 5.32397
C: -1.70229 -3.24915 2.32207
N: -0.74496 -3.35532 1.19316
C: -0.84393 -2.59611 0.09314
C: -0.00032 -2.98626 -1.10145
O: -1.50148 -1.55206 0.07285
H: -1.20839 -3.67467 3.18535
H: -2.52627 -3.90153 2.01990
H: -2.09087 -2.24126 2.37493
H: -0.06502 -4.09377 1.22203
H: 0.25523 -4.04271 -1.08174
H: 0.85584 -2.31701 -1.16340
H: -0.61704 -2.78184 -1.97792

Properties
E_LUMO: 0.23 eV
charge: 0
electronic energy: -2324.337315 hartree
SMILES: CCN(CC)CC.CCN(CC)CC.CNC(C)=O.CNC(C)=O.CNC(C)=O.CNC(C)=O.CNC(C)=O.CNC(C)=O.CNC(C)=O
orbital gap: 8.141 eV
multiplicity: 1

These are the Mulliken partial charges, in e, on atoms 1 to 6: -1.0920, -0.5487, 0.8945, -0.5647, -1.1843, 0.1563

***

Record 3
ORCA calculation (ωB97M-V with the def2-TZVPD basis set) on a 4-piece molecular cluster, C33H66N3O10S3 overall.

Geometry (Å):
C: -1.11176 3.31400 2.15665
C: -0.55119 1.99863 1.61340
C: -1.53496 1.18706 0.75223
N: -1.21772 1.24931 -0.71649
C: -2.39055 1.59959 -1.59803
C: -2.91674 3.00259 -1.31821
C: -2.23253 4.10276 -2.13729
O: -1.87061 5.13210 -1.21986
C: -3.44810 0.51027 -1.47333
N: -2.93718 -0.72891 -0.90951
C: -3.94542 -1.78604 -0.99075
C: -4.97600 -1.67544 0.14936
C: -6.40827 -1.33052 -0.31390
C: -7.15595 -0.38075 0.64410
C: -7.49815 1.00078 0.03655
C: -8.98928 1.27079 -0.14727
O: -9.19675 1.87024 -1.43475
C: -10.39916 2.49763 -1.59605
C: -11.10523 2.14096 -2.86985
O: -10.82135 3.27929 -0.78969
C: -1.61221 -1.14769 -1.38397
C: -1.60502 -1.67026 -2.83063
C: -0.58310 -0.00172 -1.25347
C: 0.67564 -0.40552 -0.48582
C: 1.99304 0.15314 -1.07150
C: 2.51348 1.41626 -0.43950
N: 2.18441 2.66098 -1.07626
O: 3.23870 1.34878 0.52143
H: -1.71747 3.14222 3.04730
H: -1.73100 3.84234 1.42997
H: -0.30653 3.99591 2.43267
H: -0.26747 1.36506 2.45630
H: 0.38106 2.17733 1.06864
H: -2.55099 1.53774 0.91620
H: -1.51504 0.14321 1.05091
H: -0.53476 1.99668 -0.85553
H: -1.98016 1.59309 -2.61132
H: -3.98417 2.98873 -1.55065
H: -2.84575 3.26482 -0.26347
H: -2.90524 4.49312 -2.90266
H: -1.32746 3.71052 -2.61971
H: -1.50959 5.87970 -1.70906
H: -4.25646 0.85838 -0.82116
H: -3.90332 0.34912 -2.46394
H: -4.46430 -1.74982 -1.95816
H: -3.42129 -2.74007 -0.91870
H: -4.97021 -2.58350 0.75284
H: -4.63579 -0.86968 0.80757
H: -6.32073 -0.84563 -1.28912
H: -6.97671 -2.25119 -0.44688
H: -6.58855 -0.24087 1.56523
H: -8.09254 -0.85569 0.94824
H: -7.06722 1.78295 0.66643
H: -7.02405 1.09956 -0.94277
H: -9.35943 1.94259 0.62909
H: -9.57035 0.34565 -0.08708
H: -10.66870 1.26538 -3.34388
H: -12.15243 1.96792 -2.63094
H: -11.03430 2.97748 -3.56636
H: -1.31828 -1.98180 -0.74442
H: -2.00151 -2.68215 -2.89164
H: -0.59140 -1.69725 -3.23781
H: -2.20047 -1.02669 -3.48448
H: -0.25655 0.26411 -2.26133
H: 0.61302 -0.22066 0.58707
H: 0.77082 -1.48148 -0.59398
H: 2.76901 -0.58771 -0.86637
H: 1.91069 0.23317 -2.15547
H: 3.01990 3.24150 -1.02923
H: 1.48634 3.16603 -0.53600
C: 7.65866 -1.61089 0.01736
C: 7.38119 -0.49074 -0.99086
C: 6.67662 -1.12572 -2.19825
S: 5.79230 -2.55503 -1.56140
O: 6.34244 -3.75688 -2.13200
O: 4.36560 -2.30529 -1.63580
C: 6.35926 -2.40226 0.13187
H: 7.96462 -1.21225 0.98168
H: 8.45476 -2.26100 -0.35242
H: 6.73766 0.25883 -0.52957
H: 8.29657 0.01174 -1.29624
H: 5.95655 -0.46084 -2.66796
H: 7.38054 -1.49400 -2.94201
H: 6.47910 -3.39815 0.55377
H: 5.60216 -1.84321 0.68321
C: 2.42990 -6.50298 0.24945
C: 3.69363 -5.66935 0.52622
C: 3.24295 -4.21545 0.73134
S: 1.57433 -4.30900 1.35853
O: 0.69140 -3.72072 0.37202
O: 1.53662 -3.84695 2.72345
C: 1.39409 -6.08343 1.29627
H: 2.62974 -7.57162 0.29723
H: 2.05351 -6.27620 -0.75001
H: 4.18141 -6.03731 1.43089
H: 4.41217 -5.74158 -0.28927
H: 3.85145 -3.68021 1.45598
H: 3.20109 -3.65893 -0.20189
H: 0.36842 -6.33182 1.03574
H: 1.63514 -6.46684 2.28688
C: 5.34747 2.06412 4.27010
C: 6.41915 3.12262 4.57332
C: 7.60676 2.85014 3.63938
S: 6.91049 2.07610 2.17203
O: 7.40585 0.72203 2.07356
O: 7.01358 2.96385 1.04095
C: 5.22356 2.01846 2.75016
H: 4.39416 2.30199 4.73909
H: 5.67253 1.09165 4.64586
H: 6.01640 4.11800 4.37779
H: 6.73226 3.09523 5.61536
H: 8.12641 3.75392 3.33281
H: 8.31488 2.14519 4.07019
H: 4.75938 1.11868 2.36147
H: 4.71450 2.89760 2.35975

Properties
E_LUMO: -1.95 eV
charge: +1
electronic energy: -3407.981444 hartree
orbital gap: 9.613 eV
multiplicity: 1

These are the Mulliken partial charges, in e, on atoms 1 to 6: -1.5062, -0.1500, -0.9375, 0.5836, 0.0012, -0.6847

***

Record 4
ORCA calculation (ωB97M-V with the def2-TZVPD basis set) on a 10-piece molecular cluster, C27H77F3N6O14S overall at a distorted geometry.

Geometry (Å):
N: 2.23560 2.56041 -3.10890
H: 3.12988 3.00246 -3.28045
H: 2.19360 2.28588 -2.11542
H: 1.95631 1.76940 -3.67855
H: 1.49281 3.26828 -3.26082
C: -0.45352 0.53545 0.10641
F: -1.22132 1.37550 -0.60837
F: -0.34995 0.93096 1.36625
F: -1.03399 -0.63125 0.03210
S: 1.27367 0.39964 -0.62644
O: 1.87754 1.74630 -0.64517
O: 2.05281 -0.56976 0.15483
O: 1.04336 -0.03584 -1.99638
C: 4.67018 -0.46189 -1.76344
C: 6.08094 0.06123 -1.96178
O: 6.99782 -0.95598 -2.26142
O: 4.60073 -1.20513 -0.57051
H: 4.34778 -1.01103 -2.65032
H: 4.10042 0.43688 -1.51017
H: 6.48778 0.47296 -1.03567
H: 6.15470 0.85033 -2.71682
H: 7.79122 -0.62428 -2.68462
H: 3.76561 -1.01497 -0.12254
C: 2.96679 -4.66017 -3.32352
C: 2.50088 -3.49400 -2.41474
O: 1.95426 -2.43834 -3.19538
O: 4.10254 -4.20912 -4.09780
H: 2.24743 -5.07689 -4.02558
H: 3.43322 -5.48481 -2.78028
H: 3.30414 -3.06680 -1.80925
H: 1.75519 -3.82233 -1.68461
H: 1.61824 -1.71692 -2.65311
H: 4.78835 -3.99055 -3.46090
C: 4.20386 3.06393 1.65524
C: 5.33569 3.56912 0.67993
O: 6.10629 2.58162 0.02413
O: 4.70609 2.55996 2.82935
H: 3.60269 2.27205 1.20257
H: 3.62272 3.95185 1.90511
H: 5.98765 4.28627 1.18490
H: 4.82121 4.18941 -0.06230
H: 6.67567 2.97221 -0.64189
H: 5.22253 1.77663 2.61747
C: -3.40820 1.54011 2.28054
C: -4.93790 1.30316 2.46184
C: -5.40671 0.34679 3.52780
O: -5.14583 -1.03583 3.16702
C: -5.28031 -1.88154 4.27173
N: -5.55215 2.61435 2.68280
H: -2.97187 1.93940 3.19834
H: -3.24501 2.26353 1.48316
H: -2.83814 0.63888 2.05603
H: -5.41262 0.86803 1.57874
H: -6.47365 0.37816 3.75812
H: -4.86756 0.59998 4.44730
H: -4.84882 -2.87130 4.12126
H: -6.29865 -1.92242 4.66499
H: -4.65320 -1.55930 5.11074
H: -6.55887 2.51625 2.74457
H: -5.30383 2.90020 3.62472
C: -3.34465 0.04659 -2.76060
C: -4.29035 -1.12038 -2.48033
C: -3.45813 -2.29469 -1.88932
O: -2.89209 -3.08138 -2.90594
C: -1.94026 -4.01345 -2.45124
N: -5.25838 -0.64893 -1.49652
H: -3.84810 0.91279 -3.19222
H: -2.58809 -0.22266 -3.50211
H: -2.79520 0.39088 -1.88504
H: -4.86438 -1.46259 -3.34065
H: -4.04041 -2.92032 -1.20266
H: -2.68498 -1.96013 -1.18814
H: -2.41890 -4.75136 -1.79870
H: -1.03179 -3.60243 -2.01046
H: -1.76531 -4.64826 -3.32112
H: -5.08788 -1.04079 -0.57708
H: -6.20256 -0.98180 -1.64767
C: 0.11640 -3.39048 1.49694
C: -1.34741 -3.47709 1.95548
C: -1.79348 -2.34267 2.92913
O: -1.10354 -2.53193 4.13095
C: -1.29791 -1.58399 5.11056
N: -2.28942 -3.47408 0.81807
H: 0.21637 -2.58847 0.76601
H: 0.43063 -4.34134 1.06688
H: 0.72785 -3.19241 2.37845
H: -1.63787 -4.43151 2.39654
H: -2.86703 -2.48186 3.06822
H: -1.63196 -1.36948 2.45628
H: -1.15527 -0.58715 4.68688
H: -0.56486 -1.74428 5.90204
H: -2.24553 -1.58963 5.65973
H: -2.00622 -2.89469 0.03584
H: -2.26951 -4.39434 0.39536
C: 3.40234 -1.16315 5.36269
C: 2.45594 -1.24063 4.15198
C: 1.73313 0.08856 3.81499
O: 1.02084 0.56855 4.95359
C: 0.40745 1.82756 4.89689
N: 3.37009 -1.55584 3.06319
H: 3.90260 -2.11922 5.51393
H: 2.92335 -0.90264 6.30718
H: 4.17688 -0.41444 5.18668
H: 1.70284 -2.02062 4.27011
H: 1.02796 -0.02026 2.98717
H: 2.48528 0.79025 3.43935
H: 1.16038 2.54242 4.55607
H: 0.14886 2.11280 5.91737
H: -0.52240 1.83636 4.32298
H: 2.93883 -1.40823 2.15620
H: 4.05771 -0.81139 3.09884
C: -1.18215 2.59487 -3.58794
C: -0.70189 3.76543 -4.50438
C: -1.82052 4.71984 -4.94417
O: -2.75036 4.23609 -5.90248
C: -2.24761 3.53528 -7.00218
N: 0.34109 4.47567 -3.71966
H: -1.32817 3.02528 -2.59660
H: -0.42882 1.80841 -3.55961
H: -2.13194 2.18837 -3.93053
H: -0.19933 3.37244 -5.38947
H: -1.37537 5.64724 -5.32345
H: -2.39423 5.12312 -4.10724
H: -1.43212 4.07125 -7.49158
H: -3.10543 3.35217 -7.64858
H: -1.93895 2.52517 -6.71800
H: 0.75910 5.16244 -4.33862
H: -0.17130 5.01409 -3.02918

Properties
E_LUMO: -0.52 eV
charge: 0
electronic energy: -3154.406508 hartree
orbital gap: 8.315 eV
multiplicity: 1

These are the Mulliken partial charges, in e, on atoms 1 to 6: -0.0876, 0.4022, 0.0939, 0.4280, 0.4118, -0.1192

***

Question: What is the charge in the third record?
Answer: +1